Density functional theory data (ωB97M-V/def2-TZVPD) for an isolated ion of composition C4H6NS and charge +1.

The calculation puts the HOMO energy (alpha / beta) at -14.17 / -13.66 eV. The value obtained for the total energy is -16559.1994 eV. The relative energy (zero: lowest compared OMol25 entry of this formula, charge and spin) comes out at 325.4 kJ/mol. As for the lowest unoccupied orbital energy (alpha / beta): -6.05 / -6.33 eV. The HOMO-LUMO gap (alpha / beta) comes out at 0.2984 / 0.2695 Ha.

```
! wB97M-V def2-TZVPD RIJCOSX def2/J DEFGRID3
* xyz 1 1
C -0.74 1.41 0.03
C 1.03 -0.20 -0.01
C -2.00 0.68 -0.03
C 2.06 -1.16 -0.01
N 0.44 0.80 -0.01
S -1.88 -1.16 -0.22
H -0.58 2.52 0.30
H -2.58 0.70 1.02
H -2.70 1.08 -0.68
H 2.98 -0.79 -0.56
H 1.71 -2.04 -0.69
H 2.26 -1.85 0.86
*
```

Density functional theory data (ωB97M-V/def2-TZVPD) for C44H59N7O9PS2Tl as an isolated structure.

The calculation puts the HOMO energy at -2.92 eV. The value obtained for the total energy is -111101.4826 eV. As for the lowest unoccupied orbital energy: 4.19 eV. The HOMO-LUMO gap comes out at 0.2616 Ha.

```
! wB97M-V def2-TZVPD RIJCOSX def2/J DEFGRID3
* xyz -2 1
Tl -0.11 0.27 -0.04
C 4.87 4.66 2.35
O 4.34 4.17 3.57
C 3.29 3.32 3.48
C 2.80 2.84 4.71
C 1.77 1.95 4.69
C 1.14 1.50 3.51
C 0.08 0.51 3.56
C -0.47 -0.01 4.88
O -0.43 0.02 2.56
C 1.60 2.04 2.25
O 1.11 1.81 1.09
C 2.71 2.94 2.30
H 5.69 5.33 2.62
H 4.11 5.23 1.80
H 5.25 3.85 1.72
H 3.27 3.16 5.64
H 1.42 1.56 5.64
H -0.08 0.43 5.78
H -0.30 -1.09 4.90
H -1.55 0.14 4.85
H 3.09 3.27 1.34
C -5.31 0.13 -1.74
C -5.45 1.03 -0.51
N -4.57 2.19 -0.52
C -5.08 3.43 -1.09
C -4.80 3.56 -2.59
C -3.25 2.09 -0.20
S -2.69 0.60 0.45
N -2.57 3.24 -0.30
C -1.26 3.32 -0.53
O -0.49 2.45 -0.95
C -0.66 4.70 -0.35
C -1.44 5.85 -0.30
C -0.84 7.09 -0.15
C 0.54 7.19 -0.05
C 1.32 6.04 -0.09
C 0.72 4.80 -0.25
H -5.89 -0.78 -1.60
H -4.27 -0.12 -1.91
H -5.68 0.63 -2.64
H -5.26 0.45 0.39
H -6.47 1.41 -0.44
H -4.60 4.25 -0.56
H -6.15 3.46 -0.89
H -3.74 3.41 -2.78
H -5.09 4.56 -2.94
H -5.36 2.82 -3.16
H -2.51 5.75 -0.37
H -1.45 7.99 -0.12
H 1.01 8.16 0.07
H 2.40 6.11 -0.01
H 1.30 3.88 -0.28
O 5.88 2.68 -0.12
S 5.43 1.77 -1.15
O 6.47 1.22 -1.99
N 4.46 0.63 -0.56
C 3.21 0.76 -1.02
O 2.25 0.03 -0.69
C 3.04 1.89 -2.00
C 1.91 2.25 -2.71
C 1.99 3.37 -3.54
C 3.18 4.09 -3.66
C 4.32 3.70 -2.97
C 4.22 2.59 -2.15
H 0.99 1.69 -2.61
H 1.12 3.69 -4.08
H 3.22 4.96 -4.31
H 5.26 4.23 -3.06
N -0.15 -1.76 0.16
P 0.01 -3.25 0.25
N -0.56 -4.05 -1.12
C -1.06 -5.40 -1.21
C -2.42 -5.43 -1.91
C -2.34 -4.74 -3.28
C -1.78 -3.33 -3.13
C -0.44 -3.37 -2.40
N 1.56 -3.77 0.58
C 1.95 -5.15 0.33
C 2.68 -5.29 -1.00
C 3.87 -4.33 -1.06
C 3.43 -2.89 -0.77
C 2.68 -2.84 0.56
N -0.88 -4.05 1.46
C -0.31 -3.87 2.81
C -1.33 -4.25 3.86
C -2.52 -3.27 3.85
C -2.70 -2.68 2.44
C -2.32 -3.72 1.39
H -1.14 -5.82 -0.21
H -0.36 -6.03 -1.79
H -3.15 -4.90 -1.29
H -2.76 -6.47 -2.02
H -3.32 -4.73 -3.76
H -1.68 -5.33 -3.93
H -2.46 -2.71 -2.55
H -1.65 -2.86 -4.10
H -0.09 -2.35 -2.23
H 0.31 -3.89 -3.03
H 1.06 -5.78 0.35
H 2.60 -5.49 1.14
H 1.98 -5.05 -1.81
H 3.01 -6.32 -1.14
H 4.37 -4.39 -2.04
H 4.61 -4.63 -0.31
H 2.75 -2.54 -1.55
H 4.27 -2.20 -0.74
H 2.31 -1.84 0.73
H 3.37 -3.10 1.38
H 0.02 -2.83 2.96
H 0.58 -4.50 2.89
H -0.85 -4.27 4.85
H -1.68 -5.27 3.66
H -2.36 -2.46 4.57
H -3.43 -3.79 4.16
H -2.06 -1.81 2.31
H -3.73 -2.34 2.29
H -2.54 -3.32 0.40
H -2.92 -4.63 1.52
O -2.44 1.06 -2.94
C -1.37 0.50 -3.17
O -0.49 0.04 -2.36
H -1.08 0.36 -4.24
*
```

Density functional theory data (ωB97M-V/def2-TZVPD) for a 3-piece molecular cluster, C46H59BrCl3F3I2N2O4 overall.

The calculation puts the HOMO energy (alpha / beta) at -8.57 / -8.95 eV. The value obtained for the total energy is -191789.5305 eV. As for the lowest unoccupied orbital energy (alpha / beta): -0.78 / -0.78 eV. The expectation value of S² is 2.01. The HOMO-LUMO gap (alpha / beta) comes out at 0.2862 / 0.3004 Ha.

```
! wB97M-V def2-TZVPD RIJCOSX def2/J DEFGRID3
* xyz 0 3
C 2.12 2.55 6.73
C 1.90 1.23 6.08
Cl 1.21 -0.04 7.02
C 2.19 0.99 4.81
Cl 2.89 2.26 3.84
C 1.97 -0.28 4.09
C 0.70 -0.51 3.56
Br -0.64 0.81 3.78
C 0.46 -1.67 2.84
C 1.50 -2.61 2.69
C 2.77 -2.42 3.24
C 3.83 -3.48 3.05
C 4.34 -4.16 4.36
C 3.39 -4.21 5.53
Cl 1.99 -5.27 5.26
C 3.01 -1.21 3.93
C 4.35 -0.81 4.50
C 5.51 -0.81 3.48
F 4.68 -1.59 5.61
C 1.13 -3.81 1.87
O 1.43 -4.94 2.13
C 0.29 -3.49 0.68
C 0.47 -4.11 -0.54
F 1.43 -5.03 -0.69
C -0.31 -3.77 -1.62
C -1.30 -2.80 -1.52
C -2.04 -2.47 -2.76
I -1.72 -0.49 -3.48
C -2.80 -3.28 -3.49
C -3.48 -2.88 -4.77
I -3.14 -5.26 -2.83
C -1.55 -2.18 -0.28
C -2.65 -1.16 -0.12
C -2.20 0.22 0.35
C -3.10 1.34 -0.15
F -0.87 0.46 0.02
C -0.73 -2.55 0.80
C -0.85 -1.96 2.17
O -1.91 -1.77 2.70
H 1.86 2.53 7.79
H 1.49 3.30 6.25
H 3.14 2.89 6.61
H 3.45 -4.26 2.42
H 4.68 -3.07 2.52
H 4.60 -5.19 4.11
H 5.28 -3.70 4.65
H 3.02 -3.24 5.83
H 3.93 -4.61 6.39
H 4.29 0.20 4.87
H 6.16 -1.65 3.70
H 6.03 0.14 3.49
H 5.09 -0.97 2.49
H -0.10 -4.27 -2.55
H -2.80 -2.36 -5.42
H -3.84 -3.75 -5.31
H -4.33 -2.26 -4.50
H -3.21 -1.05 -1.03
H -3.35 -1.54 0.63
H -2.25 0.25 1.43
H -2.65 1.88 -0.98
H -3.31 2.03 0.66
H -4.05 0.91 -0.46
C 4.23 6.62 3.10
C 3.81 6.86 4.56
C 3.93 8.35 4.90
C 5.37 8.82 5.05
C 6.13 7.94 6.04
C 6.04 6.45 5.72
N 4.63 6.03 5.49
O 4.02 5.89 6.63
C 6.92 6.12 4.50
C 6.64 5.65 6.88
C 2.35 6.43 4.65
H 3.38 6.79 2.43
H 5.02 7.28 2.76
H 4.55 5.59 2.95
H 3.39 8.55 5.83
H 3.42 8.93 4.12
H 5.88 8.83 4.08
H 5.38 9.86 5.40
H 7.18 8.24 6.07
H 5.74 8.12 7.04
H 6.76 5.09 4.18
H 7.97 6.23 4.75
H 6.74 6.77 3.64
H 6.17 5.89 7.83
H 7.70 5.88 6.97
H 6.54 4.58 6.70
H 2.24 5.37 4.43
H 1.75 6.99 3.93
H 1.91 6.63 5.63
C -6.56 -1.68 -7.97
C -6.03 -2.38 -9.24
C -7.09 -2.33 -10.35
C -8.26 -3.29 -10.12
C -7.76 -4.71 -9.86
C -6.71 -4.79 -8.75
N -5.62 -3.78 -8.95
O -4.80 -4.21 -9.85
C -7.39 -4.59 -7.38
C -6.12 -6.19 -8.71
C -4.82 -1.56 -9.68
H -6.40 -0.60 -8.02
H -7.63 -1.82 -7.82
H -6.04 -2.04 -7.08
H -6.62 -2.59 -11.31
H -7.45 -1.31 -10.45
H -8.87 -2.94 -9.28
H -8.90 -3.28 -11.00
H -8.60 -5.36 -9.61
H -7.33 -5.10 -10.79
H -6.65 -4.51 -6.59
H -8.03 -5.44 -7.15
H -8.04 -3.71 -7.33
H -5.71 -6.49 -9.67
H -6.90 -6.91 -8.45
H -5.33 -6.27 -7.96
H -4.03 -1.58 -8.92
H -5.12 -0.52 -9.83
H -4.39 -1.91 -10.62
*
```

Density functional theory data (ωB97M-V/def2-TZVPD) for C8H24IO8 as an isolated structure.

The calculation puts the HOMO energy at -5.04 eV. The value obtained for the total energy is -33163.1221 eV. The relative energy (zero: lowest compared OMol25 entry of this formula, charge and spin) comes out at 459.5 kJ/mol. As for the lowest unoccupied orbital energy: 2.93 eV. The HOMO-LUMO gap comes out at 0.2929 Ha.

```
! wB97M-V def2-TZVPD RIJCOSX def2/J DEFGRID3
* xyz -1 1
I -0.72 0.37 0.04
C 1.79 -0.06 2.51
C 3.00 -0.86 2.18
O 3.14 -1.98 3.06
O 0.53 -0.70 2.39
H 1.71 0.82 1.87
H 1.94 0.20 3.56
H 3.92 -0.28 2.30
H 3.02 -1.17 1.14
H 3.30 -1.65 3.94
H 0.04 -0.27 1.69
C 2.87 1.03 -1.10
C 2.02 2.39 -1.10
O 1.17 2.46 0.06
O 3.89 1.07 -0.13
H 3.27 0.75 -2.08
H 2.20 0.21 -0.86
H 1.47 2.49 -2.04
H 2.69 3.25 -1.12
H 0.43 1.87 -0.07
H 4.17 0.17 0.06
C -1.34 -2.57 2.08
C -2.75 -2.08 1.68
O -2.78 -1.39 0.45
O -1.02 -3.94 1.76
H -1.24 -2.42 3.16
H -0.58 -2.00 1.56
H -3.16 -1.51 2.51
H -3.47 -2.89 1.67
H -2.21 -0.62 0.46
H -0.81 -4.48 2.52
C -3.19 1.51 -4.07
C -2.29 1.18 -2.86
O -2.50 -0.08 -2.27
O -3.17 2.93 -4.40
H -4.21 1.36 -3.72
H -2.98 0.87 -4.92
H -2.40 1.91 -2.06
H -1.29 1.18 -3.30
H -1.98 -0.05 -1.47
H -2.48 2.96 -5.07
*
```

Density functional theory data (ωB97M-V/def2-TZVPD) for one molecule with the formula C6H13NO4.

The calculation puts the HOMO energy at -9.46 eV. The value obtained for the total energy is -16111.5799 eV. The relative energy (zero: lowest compared OMol25 entry of this formula, charge and spin) comes out at 117.6 kJ/mol. As for the SMILES: OC[C@H]1NC[C@@H](O)[C@@H](O)[C@H]1O. As for the lowest unoccupied orbital energy: 0.46 eV. The HOMO-LUMO gap comes out at 0.3643 Ha.

```
! wB97M-V def2-TZVPD RIJCOSX def2/J DEFGRID3
* xyz 0 1
O 1.13 0.76 -2.87
C 1.07 1.03 -1.46
C -0.40 0.73 -0.97
N -0.85 -0.58 -1.37
C -0.39 -1.69 -0.42
C -0.10 -1.25 1.06
O 1.28 -0.96 1.29
C -0.90 0.03 1.37
O -0.90 0.38 2.75
C -0.47 1.16 0.55
O 0.78 1.67 1.00
H 0.64 -0.05 -3.06
H 1.25 2.14 -1.32
H 1.78 0.41 -0.89
H -0.91 1.50 -1.62
H -1.85 -0.54 -1.20
H 0.46 -2.14 -0.90
H -1.14 -2.45 -0.48
H -0.52 -1.95 1.73
H 1.79 -1.80 1.20
H -1.95 -0.27 1.22
H -0.05 0.87 2.89
H -1.16 2.02 0.64
H 1.41 0.96 0.84
*
```